1.
117
Properties=species:S:1:pos:R:3:forces:R:3 method="wB97M-V/def2-TZVPD" lumo_ev="-4.357 / -4.357" charge=+1 homo_lumo_gap_ev="5.2 / 6.4" e_tot_ha=-2463.0475 spin_multiplicity=3
C 3.410 -0.136 0.009 0.0 -0.1 -0.1
O 4.486 0.102 -0.863 0.0 0.2 0.1
C 4.116 0.339 -2.210 -0.1 0.0 0.1
C 4.035 -0.947 -3.035 -0.2 0.1 -0.2
C 2.603 -1.462 -3.254 0.4 -0.2 -0.2
C 2.496 -2.984 -3.337 -0.1 0.2 0.1
C 1.073 -3.505 -3.141 0.1 -0.3 0.0
C 0.523 -3.197 -1.733 0.0 -0.2 -0.1
C -0.838 -2.494 -1.659 -0.2 -0.3 0.3
C -0.813 -1.233 -0.790 -0.1 -0.2 0.3
C -1.929 -0.234 -1.082 -0.1 0.2 0.1
C -1.456 0.983 -1.913 -0.1 -0.1 0.0
C -2.176 1.140 -3.219 -0.4 0.5 0.3
C -1.719 0.491 -4.338 0.0 -0.3 -0.6
P -0.208 -0.534 -4.447 0.3 0.5 -0.1
O 0.908 0.202 -5.068 -0.4 0.3 -0.4
N -2.369 0.656 -5.515 -0.1 0.0 -0.1
C -3.436 1.438 -5.674 0.1 -0.2 -0.1
C -3.924 2.124 -4.584 -0.1 0.2 0.0
O -5.053 2.856 -4.762 -0.1 0.1 -0.1
C -3.315 1.975 -3.343 0.4 -0.2 0.0
C -3.842 2.702 -2.164 -0.2 0.2 0.4
C -3.736 4.083 -2.064 0.1 -0.1 -0.1
C -4.182 4.689 -0.899 -0.1 0.0 0.2
C -4.757 3.902 0.087 0.1 0.0 -0.1
C -4.843 2.532 -0.121 0.1 0.1 0.0
N -4.377 1.933 -1.214 0.1 -0.1 -0.1
H 3.815 -0.211 1.015 0.0 0.0 0.0
H 2.885 -1.073 -0.218 0.0 0.0 0.0
H 2.686 0.688 -0.028 -0.1 0.0 0.0
H 4.856 1.027 -2.616 0.1 -0.1 0.0
H 3.147 0.857 -2.236 0.0 0.1 0.0
H 4.490 -0.752 -4.007 0.1 -0.2 0.0
H 4.630 -1.709 -2.532 0.1 0.0 0.0
H 2.230 -1.031 -4.191 0.2 -0.1 0.5
H 1.975 -1.088 -2.439 0.0 0.0 0.0
H 3.122 -3.434 -2.561 0.1 -0.1 0.0
H 2.880 -3.312 -4.306 0.1 -0.1 0.1
H 0.405 -3.131 -3.926 0.0 0.0 0.1
H 1.093 -4.587 -3.282 -0.1 0.0 -0.1
H 1.260 -2.589 -1.206 0.0 0.0 0.1
H 0.461 -4.135 -1.179 0.1 0.0 0.0
H -1.221 -2.278 -2.663 -0.1 -0.1 0.1
H -1.566 -3.178 -1.215 -0.1 0.0 -0.1
H -0.907 -1.550 0.252 0.2 0.0 0.0
H 0.168 -0.751 -0.857 0.0 0.1 0.0
H -2.342 0.150 -0.151 -0.1 0.0 0.0
H -2.755 -0.733 -1.590 -0.1 0.0 0.0
H -1.585 1.897 -1.338 0.1 0.1 0.0
H -0.392 0.866 -2.118 0.1 0.2 0.0
H -0.044 -0.998 -3.143 0.1 0.2 -0.3
H -0.708 -1.623 -5.184 -0.1 -0.1 0.1
H -2.016 0.174 -6.334 0.0 0.0 0.0
H -3.899 1.497 -6.648 0.0 0.0 0.0
H -4.873 3.804 -4.804 0.0 -0.1 0.2
H -3.272 4.660 -2.856 0.0 0.0 0.0
H -4.078 5.755 -0.751 0.0 0.0 0.0
H -5.103 4.337 1.014 0.0 0.0 0.0
H -5.279 1.889 0.634 0.0 0.0 0.0
C 1.049 3.182 2.475 0.0 0.1 0.1
C -0.023 3.833 1.575 0.1 -0.3 0.4
C 0.528 4.091 0.168 0.0 0.1 -0.2
C 1.489 5.275 0.078 0.0 0.0 0.1
C 0.874 6.527 0.701 0.0 0.0 -0.2
C 0.405 6.310 2.140 0.2 0.1 0.4
N -0.522 5.128 2.148 0.1 0.2 -0.8
O -1.702 5.432 1.757 -0.2 -0.2 0.2
C 1.599 6.119 3.081 -0.1 -0.1 0.0
C -0.374 7.521 2.634 -0.1 0.1 0.0
C -1.205 2.871 1.501 -0.1 -0.1 -0.2
H 0.985 3.550 3.497 0.0 0.0 0.0
H 0.896 2.103 2.512 0.0 0.0 -0.1
H 2.062 3.350 2.114 0.0 0.1 0.0
H -0.317 4.266 -0.509 0.0 0.1 0.1
H 1.021 3.174 -0.169 0.0 0.0 0.0
H 2.441 5.036 0.557 0.0 0.0 0.0
H 1.719 5.469 -0.971 0.0 0.0 0.0
H 1.587 7.353 0.694 0.0 0.0 0.0
H 0.016 6.842 0.098 0.0 0.0 0.1
H 1.260 5.882 4.090 0.0 0.0 0.0
H 2.155 7.056 3.124 0.0 0.0 0.0
H 2.295 5.349 2.765 0.0 0.0 0.0
H -1.198 7.772 1.973 0.0 0.0 0.0
H 0.305 8.373 2.682 0.0 0.0 0.0
H -0.776 7.343 3.632 0.0 0.0 0.0
H -1.655 2.718 2.482 0.0 0.0 0.0
H -0.837 1.908 1.139 0.0 0.0 0.0
H -1.982 3.219 0.821 0.0 0.1 0.0
C 1.925 -6.924 3.230 0.0 0.1 0.0
C 0.776 -6.264 4.022 0.4 -0.2 -0.1
C -0.585 -6.595 3.397 -0.2 0.0 0.0
C -0.889 -5.835 2.106 0.1 0.0 0.0
C -0.688 -4.333 2.299 -0.2 -0.1 0.0
C 0.704 -3.985 2.830 0.4 0.1 -0.2
N 0.935 -4.773 4.080 -0.7 -0.1 -0.2
O 0.389 -4.240 5.105 0.2 0.1 0.2
C 1.763 -4.253 1.759 0.1 0.0 0.0
C 0.783 -2.506 3.184 -0.1 0.1 0.0
C 0.820 -6.785 5.452 -0.1 -0.1 0.1
H 2.800 -6.279 3.188 0.0 0.0 0.0
H 2.229 -7.846 3.723 -0.1 0.0 0.0
H 1.642 -7.184 2.211 0.0 0.0 0.0
H -1.367 -6.370 4.129 0.0 0.1 0.0
H -0.618 -7.672 3.222 0.0 0.0 0.0
H -0.269 -6.205 1.284 0.0 0.0 0.0
H -1.923 -6.028 1.816 0.0 0.0 0.0
H -0.841 -3.796 1.357 0.0 0.0 0.0
H -1.436 -3.960 3.005 0.0 0.0 0.0
H 2.770 -4.083 2.143 0.0 0.0 0.0
H 1.590 -3.553 0.940 0.0 0.0 0.0
H 1.728 -5.253 1.337 0.0 0.0 0.0
H 0.004 -2.215 3.884 0.0 0.0 0.0
H 0.668 -1.924 2.266 0.0 0.0 0.0
H 1.749 -2.265 3.629 0.0 0.0 0.0
H 1.748 -6.494 5.945 0.0 0.0 0.0
H 0.770 -7.874 5.418 0.0 0.0 0.0
H -0.012 -6.417 6.045 0.0 0.0 0.0

=====

2.
11
Properties=species:S:1:pos:R:3:forces:R:3 method="wB97M-V/def2-TZVPD" lumo_ev=0.423 homo_lumo_gap_ev=9.5 e_tot_ha=-594.7743 e_above_lowest_kj_mol=72.4 smiles=CB(O)NS
C -1.566 -0.495 0.251 0.4 -0.9 -1.2
B -0.293 0.361 0.137 2.6 -0.6 -1.1
O -0.544 1.735 0.063 0.9 -1.8 0.3
N 1.104 -0.446 -0.134 -5.7 -0.8 1.8
S 2.640 0.002 -0.017 3.0 1.2 -1.3
H -1.437 -1.629 0.075 -0.6 2.0 0.2
H -2.169 0.093 -0.477 -0.1 -1.2 -0.1
H -2.047 -0.238 1.161 -0.5 -0.3 1.2
H 0.265 2.236 0.029 0.6 0.5 -0.1
H 0.994 -1.420 0.264 -0.2 1.6 -0.9
H 3.052 -0.199 -1.353 -0.3 0.3 1.2

=====

3.
21
Properties=species:S:1:pos:R:3:forces:R:3 method="wB97M-V/def2-TZVPD" lumo_ev=-4.275 charge=+1 homo_lumo_gap_ev=8.8 e_tot_ha=-494.8260 e_above_lowest_kj_mol=504.8
C -1.768 -1.051 -0.143 0.9 2.1 -0.1
C -0.462 -1.188 0.123 0.0 1.8 0.2
C -0.998 0.974 0.218 0.9 1.2 0.9
C -2.885 -1.978 -0.277 -1.3 0.3 -2.5
C -1.136 2.376 0.746 2.8 2.0 -1.0
C 3.439 0.334 -0.070 3.2 1.3 1.8
N -2.024 0.366 -0.109 -2.5 -2.6 -0.8
N 2.377 -0.173 -0.828 -2.0 -1.9 -0.8
O 0.084 0.123 0.376 -0.1 -0.4 0.0
O 4.117 -0.696 0.374 -1.5 -0.5 -1.1
H -2.738 -2.704 0.452 -0.2 -1.5 1.4
H -3.833 -1.393 -0.092 1.0 -0.9 -0.4
H -2.913 -2.543 -1.285 -0.1 1.2 1.5
H -0.163 3.054 0.890 -2.0 -1.8 -0.6
H -1.871 2.926 0.132 0.6 -0.4 0.0
H -1.591 2.314 1.694 -0.4 -0.3 1.3
H 0.321 -1.884 0.236 0.1 -1.2 0.1
H 2.432 -1.208 -0.813 0.0 0.1 -0.9
H 1.402 -0.012 -0.304 0.6 0.8 -0.1
H 2.229 0.256 -1.780 0.5 -0.5 1.2
H 4.932 -0.643 0.914 -0.6 1.1 -0.2

=====

4.
69
Properties=species:S:1:pos:R:3:forces:R:3 method="wB97M-V/def2-TZVPD" lumo_ev=1.278 charge=-1 homo_lumo_gap_ev=5.9 e_tot_ha=-17204.7286
C -1.943 2.001 0.923 0.3 -0.3 -0.3
C -1.017 0.890 1.370 -0.1 0.4 -0.2
O -0.574 0.890 2.492 0.1 -0.1 -0.1
N -0.721 -0.102 0.393 0.5 -0.7 0.2
C -1.578 -1.292 0.594 -0.3 0.4 -0.1
Si 1.019 -0.425 0.192 0.5 0.5 0.2
C 1.709 0.804 -1.045 -0.4 0.1 -0.3
C 0.680 1.612 -1.856 0.4 0.2 -0.5
N 0.873 3.079 -1.746 -0.4 -0.2 0.3
O 1.273 -1.980 -0.271 -0.6 0.0 0.2
Si 2.012 -3.027 0.788 0.7 -0.1 0.1
F 2.251 -4.395 -0.016 -0.2 -0.1 -0.1
C 0.930 -3.387 2.296 0.2 -0.2 -0.9
C -0.356 -4.138 2.204 0.2 0.4 0.4
O -1.164 -4.162 3.059 -0.8 -0.1 0.5
Br -0.772 -5.176 0.594 0.1 -0.1 -0.3
C 3.690 -2.430 1.415 0.4 0.4 0.0
O 4.071 -3.145 2.373 -0.1 -0.1 0.0
O 4.259 -1.464 0.859 -0.3 -0.2 0.0
H -1.555 2.936 1.320 -0.2 0.1 0.1
H -2.016 2.042 -0.161 0.0 0.0 0.0
H -2.930 1.787 1.329 -0.1 0.2 0.1
H -1.495 -1.688 1.608 0.0 -0.1 0.0
H -1.333 -2.059 -0.136 0.1 0.0 0.1
H -2.623 -1.010 0.435 0.0 0.0 0.0
H 1.686 -0.206 1.485 -0.1 -0.1 0.1
H 2.364 1.500 -0.517 0.0 -0.1 0.2
H 2.370 0.257 -1.720 0.1 -0.1 0.1
H -0.350 1.370 -1.598 0.0 -0.1 0.2
H 0.796 1.353 -2.911 -0.1 0.0 0.0
H -0.028 3.494 -1.540 0.1 0.1 0.1
H 1.474 3.315 -0.965 0.0 -0.1 0.0
H 0.734 -2.433 2.790 -0.1 -0.1 0.2
H 1.585 -3.951 2.967 0.1 0.0 0.0
C -3.598 2.563 4.654 0.1 -0.1 0.1
Cl -3.287 3.788 3.422 -0.1 0.1 0.2
Cl -4.229 3.349 6.110 0.0 0.0 0.0
Cl -4.811 1.407 4.057 0.0 0.0 0.0
Cl -2.113 1.700 5.024 -0.3 -0.1 0.1
C 0.759 6.790 -4.248 0.0 0.0 0.2
Cl 0.806 5.344 -3.233 0.1 0.2 -0.4
Cl -0.916 7.167 -4.681 0.0 0.0 0.0
Cl 1.450 8.171 -3.377 0.0 0.0 0.0
Cl 1.705 6.505 -5.717 0.0 0.0 0.1
C 0.254 5.302 5.688 0.0 0.0 0.0
Cl 0.134 4.005 4.511 0.2 0.1 -0.1
Cl -0.581 4.827 7.173 0.0 0.0 0.0
Cl 1.951 5.635 6.050 0.0 0.0 0.0
Cl -0.505 6.764 5.037 0.0 0.0 0.0
C 1.947 -8.141 -0.836 0.0 0.0 0.1
Cl 3.342 -9.142 -1.268 0.0 0.1 -0.1
Cl 2.152 -7.537 0.803 0.1 0.0 0.0
Cl 1.806 -6.804 -1.968 0.0 0.0 0.0
Cl 0.479 -9.137 -0.914 0.0 0.0 0.0
C 4.911 -12.451 0.382 0.0 0.0 0.0
Cl 4.465 -13.443 -1.014 0.0 0.0 0.0
Cl 6.044 -11.198 -0.129 0.0 0.0 0.0
Cl 3.467 -11.709 1.060 0.0 -0.1 0.1
Cl 5.683 -13.474 1.602 0.0 0.0 0.0
C -5.533 3.855 -0.271 0.0 0.0 0.0
Cl -5.567 2.802 1.141 -0.2 0.0 -0.1
Cl -5.154 2.904 -1.711 0.0 0.0 0.0
Cl -7.107 4.633 -0.475 0.0 0.0 0.0
Cl -4.290 5.092 -0.044 0.0 0.0 0.0
C -1.395 5.914 -8.762 0.0 0.0 0.0
Cl -1.375 4.681 -7.504 0.0 0.0 0.0
Cl -1.042 5.161 -10.323 0.0 0.0 0.0
Cl -2.993 6.670 -8.824 0.0 0.0 0.0
Cl -0.179 7.144 -8.417 -0.1 0.0 -0.1

=====

5.
74
Properties=species:S:1:pos:R:3:forces:R:3 method="wB97M-V/def2-TZVPD" lumo_ev=2.577 charge=-1 homo_lumo_gap_ev=7.2 e_tot_ha=-4593.1974 e_above_lowest_kj_mol=468.8
Cu 0.100 0.957 0.575 0.0 -0.7 0.2
O -0.783 2.789 -2.295 0.0 -0.1 0.0
S -0.345 2.104 -1.098 -1.5 2.5 -3.1
O -0.943 2.675 0.139 0.3 -0.1 -1.2
O -0.486 0.617 -1.247 -0.1 1.3 -0.9
C 1.427 2.515 -1.064 0.4 -0.3 -0.8
C 1.683 3.856 -1.361 -0.1 -0.2 0.2
C 2.935 4.244 -1.787 0.1 0.0 0.0
C 3.926 3.287 -1.997 0.0 0.1 0.0
C 3.692 1.966 -1.668 -0.1 0.0 0.1
C 2.457 1.561 -1.154 -0.5 0.1 0.2
P 2.135 -0.195 -0.615 0.9 0.2 -0.7
C 3.613 -0.572 0.412 0.0 0.0 0.0
C 3.762 -1.907 0.802 -0.1 0.1 0.0
C 4.798 -2.297 1.635 0.0 0.0 0.0
C 5.697 -1.353 2.115 0.0 0.0 0.0
C 5.531 -0.019 1.775 0.0 0.0 0.0
C 4.490 0.371 0.941 0.1 0.0 0.0
C 2.574 -0.958 -2.254 -0.2 -0.2 0.1
C 1.814 -0.527 -3.349 0.1 0.0 0.0
C 1.966 -1.117 -4.594 0.0 0.0 0.0
C 2.876 -2.153 -4.774 0.0 0.0 0.0
C 3.626 -2.593 -3.697 0.0 0.0 0.1
C 3.468 -2.008 -2.443 0.1 0.1 -0.1
H 0.869 4.566 -1.294 0.0 0.0 0.0
H 3.132 5.286 -2.005 0.0 0.0 -0.1
H 4.875 3.576 -2.433 0.0 0.0 0.1
H 4.461 1.217 -1.823 0.0 0.0 0.0
H 3.029 -2.634 0.472 0.0 0.0 0.0
H 4.895 -3.336 1.926 0.0 0.0 0.0
H 6.503 -1.653 2.774 0.0 0.0 0.0
H 6.212 0.727 2.167 0.0 0.0 0.0
H 4.358 1.420 0.714 0.0 0.0 0.0
H 1.094 0.273 -3.215 0.0 0.0 0.0
H 1.367 -0.768 -5.426 0.0 0.0 0.0
H 2.994 -2.611 -5.749 0.0 0.0 0.0
H 4.341 -3.397 -3.827 0.0 0.0 0.0
H 4.076 -2.355 -1.618 0.0 0.0 0.0
C -2.796 -1.380 -0.747 0.1 -0.1 -0.1
C -3.352 -2.541 -1.619 0.1 -0.1 0.1
N -2.646 -3.793 -1.307 0.0 -0.1 0.0
C -1.230 -3.643 -1.667 -0.1 0.1 0.1
C -0.642 -2.386 -0.973 -0.2 0.0 0.0
N -1.616 -1.844 -0.026 0.1 -0.3 -0.2
C -2.006 -2.889 0.911 0.0 0.0 -0.1
C -2.729 -4.032 0.140 0.0 0.1 -0.1
H -3.527 -1.044 -0.009 0.0 0.0 0.0
H -2.504 -0.522 -1.354 -0.1 0.0 0.0
H -3.214 -2.342 -2.684 0.0 0.0 0.0
H -4.418 -2.708 -1.442 0.0 0.0 0.0
H -1.159 -3.570 -2.755 0.0 0.0 0.0
H -0.717 -4.557 -1.355 0.0 0.0 0.0
H -0.420 -1.599 -1.697 0.0 -0.1 0.1
H 0.275 -2.612 -0.421 0.0 0.0 0.0
H -2.659 -2.448 1.669 0.0 0.0 0.0
H -1.101 -3.248 1.408 0.0 0.0 0.0
H -3.788 -4.085 0.405 0.0 0.0 0.0
H -2.278 -5.007 0.346 0.0 0.0 0.0
O -3.263 0.354 3.018 0.0 0.1 0.0
C -2.048 0.282 3.030 0.0 0.2 -0.1
N -1.228 0.290 1.938 0.9 -0.6 1.5
S 0.325 -0.011 2.361 0.3 -1.6 3.2
O 0.855 -1.290 1.923 -0.2 0.3 0.3
O 1.242 1.167 2.133 -0.2 -0.9 1.1
C 0.055 -0.101 4.122 0.2 0.4 0.0
C 0.952 -0.234 5.165 0.1 -0.1 -0.1
C 0.460 -0.104 6.458 0.0 0.0 -0.1
C -0.893 0.155 6.677 0.0 0.0 0.0
C -1.776 0.273 5.610 -0.1 0.0 0.1
C -1.278 0.153 4.327 -0.1 -0.2 0.0
H 2.000 -0.424 4.969 0.0 0.0 0.0
H 1.137 -0.192 7.299 0.0 0.0 0.0
H -1.253 0.281 7.690 0.0 0.0 0.0
H -2.828 0.478 5.763 0.0 0.0 0.0